Formula: C14H13O
Source: OMol25
Level of theory: ωB97M-V with the def2-TZVPD basis set

Element x y z (Å)
C: 2.620 2.207 -0.438
C: -3.718 1.087 -0.094
H: 2.326 0.922 1.892
C: -2.392 1.091 0.293
C: 2.123 -1.137 1.265
H: 2.604 -2.993 0.414
C: 2.733 -1.403 -1.061
H: -4.265 2.016 -0.109
C: 2.434 0.892 -0.267
H: -5.374 -0.085 -0.783
C: -3.651 -1.298 -0.426
H: -1.926 2.021 0.580
H: 0.169 1.709 0.936
C: 2.471 -1.935 0.255
H: 2.994 -2.095 -1.847
H: -1.757 -2.229 -0.004
H: 2.417 2.937 0.327
H: -4.143 -2.220 -0.692
C: 0.467 0.661 0.911
C: -1.694 -0.117 0.300
C: -4.344 -0.097 -0.465
H: 1.953 -1.512 2.262
H: 2.992 0.316 -2.262
H: 3.026 2.578 -1.362
C: -2.324 -1.313 -0.042
C: 2.725 -0.080 -1.293
O: -0.360 -0.257 0.633
C: 1.894 0.335 1.076

Properties
relative energy (zero: lowest compared OMol25 entry of this formula, charge and spin)	1.3024	eV
net charge	+1
frontier orbital gap (spin up / spin down)	6.87 / 6.87	eV
total energy	-616.1779	a.u.